DFT (ωB97M-V/def2-TZVPD) results for a molecular structure, C43H58MnN2OP2SSi2.

Its multiplicity is 6. As for the charge: 0. The calculation puts the gap between HOMO and LUMO (spin up / spin down) at 0.2538 / 0.2702 Eh. As for the expectation value of S²: 8.76. The HOMO energy (spin up / spin down) is -0.2386 / -0.2575 hartree. As for the strongest force on any atom: 0.0263 Eh/bohr.

Structure (XYZ):
```
110
C43H58MnN2OP2SSi2 ωB97M-V/def2-TZVPD
Mn -0.0311 -1.6860 0.1825
C 3.6300 -3.9815 0.9293
Si 3.5525 -2.3192 0.0903
C 5.1823 -1.4821 0.4656
C 3.4432 -2.6635 -1.7435
N 2.1655 -1.4485 0.6311
P 1.9624 0.1804 0.5740
C 0.4003 0.3866 0.0613
P -1.0122 1.0821 0.5932
N -2.1972 -0.0054 0.3859
Si -3.8299 0.1785 0.8422
C -4.5552 1.9065 0.8612
C -4.2106 -0.4861 2.5474
C -4.9001 -0.8338 -0.3122
C -0.9964 1.6534 2.3440
C -1.5991 2.8279 2.8003
C -1.5787 3.1608 4.1563
C -0.9831 2.3109 5.0766
C -0.4036 1.1224 4.6442
C -0.4044 0.8041 3.2908
C -1.3914 2.5928 -0.3834
C -0.7510 3.8082 -0.1364
C -1.0154 4.9296 -0.9173
C -1.9151 4.8462 -1.9728
C -2.5402 3.6360 -2.2463
C -2.2794 2.5210 -1.4553
C 3.1059 0.9775 -0.6449
C 2.7865 0.8803 -2.0070
C 3.6491 1.3760 -2.9773
C 4.8370 2.0016 -2.6060
C 5.1580 2.1199 -1.2624
C 4.3024 1.6003 -0.2929
C 2.5102 0.8912 2.1555
C 2.8595 0.0607 3.2188
C 3.2587 0.6075 4.4380
C 3.3096 1.9853 4.6008
C 2.9513 2.8217 3.5482
C 2.5474 2.2760 2.3343
H 4.5995 -4.4588 0.7024
H 2.8375 -4.6504 0.5593
H 3.5357 -3.8981 2.0240
H 5.9420 -2.2324 0.7357
H 5.0904 -0.7806 1.3080
H 5.5518 -0.9209 -0.4006
H 3.9301 -3.6179 -2.0119
H 3.9130 -1.8631 -2.3306
H 2.3847 -2.7208 -2.0377
H -4.4739 2.3396 1.8716
H -5.6267 1.8553 0.6024
H -4.0735 2.5993 0.1585
H -3.5566 -0.0391 3.3159
H -4.1227 -1.5852 2.6051
H -5.2497 -0.2279 2.8025
H -4.9466 -0.3910 -1.3217
H -5.9335 -0.8794 0.0772
H -4.5368 -1.8732 -0.4060
H -2.1012 3.4851 2.0996
H -2.0301 4.0910 4.4908
H -0.9693 2.5724 6.1300
H 0.0528 0.4469 5.3636
H 0.0730 -0.0982 2.9481
H -0.0331 3.8814 0.6783
H -0.5170 5.8695 -0.7023
H -2.1276 5.7210 -2.5768
H -3.2367 3.5612 -3.0752
H -2.7916 1.5819 -1.6414
H 1.8467 0.4136 -2.2701
H 3.4041 1.2730 -4.0312
H 5.5071 2.3957 -3.3624
H 6.0822 2.6041 -0.9654
H 4.5806 1.6795 0.7519
H 2.8232 -1.0124 3.0686
H 3.5311 -0.0436 5.2608
H 3.6355 2.4110 5.5454
H 2.9884 3.8978 3.6753
H 2.2570 2.9299 1.5127
C 0.2083 -4.6537 1.0936
C -0.8648 -4.0398 0.4644
C -1.6082 -3.0757 1.1515
C -1.1887 -2.6540 2.4183
C -0.1004 -3.2540 3.0220
C 0.5869 -4.2677 2.3695
H 0.7450 -5.4410 0.5825
H -1.1946 -4.3918 -0.4999
H -2.5334 -2.7117 0.7536
H -1.7757 -1.9169 2.9426
H 0.2076 -2.9328 4.0099
H 1.4206 -4.7621 2.8554
C -0.1542 1.9157 -4.4875
C -0.6532 0.5912 -5.0853
C -0.2655 -0.6482 -4.2720
S -1.0115 -0.6658 -2.6515
O -0.3156 -1.8333 -1.9566
C -2.6541 -1.2613 -3.0969
C -2.7119 -2.7051 -3.6009
C -3.9696 -3.4157 -3.0883
H -0.5122 2.7680 -5.0724
H 0.9402 1.9503 -4.4814
H -0.4886 2.0607 -3.4563
H -0.2340 0.4658 -6.0846
H -1.7408 0.6223 -5.2108
H 0.8088 -0.6681 -4.0642
H -0.5428 -1.5859 -4.7574
H -3.0562 -0.5391 -3.8160
H -3.2019 -1.1453 -2.1544
H -1.8280 -3.2337 -3.2485
H -2.6934 -2.7278 -4.6900
H -3.9472 -3.4980 -1.9947
H -4.0426 -4.4260 -3.5021
H -4.8856 -2.8749 -3.3602
```